Formula: C6H10
Source: the Open Molecules 2025 dataset
Level of theory: ωB97M-V/def2-TZVPD

Output
- HOMO energy (eV) = -7.07
- orbital gap (eV) = 5.6

ORCA input file:
```
! RIJCOSX wB97M-V def2-TZVPD def2/J DEFGRID3
* xyz 0 1
C 1.3803 -1.6327 0.6131
C 0.9052 -0.4196 1.2872
C 0.2554 0.5851 0.5670
C -1.2537 1.5036 0.6864
C -0.9643 0.3918 -0.2702
C -0.8942 0.8273 -1.7515
H 2.0698 -2.1857 1.2398
H 1.8183 -1.4749 -0.3677
H 0.5705 -2.3492 0.4148
H 1.0898 -0.1672 2.3308
H 0.8990 1.4330 0.3372
H -1.9901 1.2351 1.4587
H -1.3515 -0.6222 -0.1724
H -1.5052 0.2389 -2.4340
H 0.1353 0.7552 -2.1145
H -1.1644 1.8818 -1.8247
*
```

Table of Mulliken atomic charges, one value per atom, all in e: -1.056 -0.140 -0.543 -0.815 0.508 -1.371 0.342 0.329 0.325 0.394 0.449 0.117 0.469 0.341 0.287 0.364

---

Formula: C8H13NO
Source: the Open Molecules 2025 dataset
Level of theory: ωB97M-V/def2-TZVPD

Output
- HOMO energy (eV) = -7.04
- orbital gap (eV) = 7.8

ORCA input file:
```
! RIJCOSX wB97M-V def2-TZVPD def2/J DEFGRID3
* xyz 0 1
C -1.6626 -2.0612 -0.1549
C -1.6098 2.0098 -0.2756
C 1.4066 -2.0982 -0.2396
C 1.4446 2.1641 -0.1356
N 1.2551 0.0319 1.1289
C -0.7754 -0.9748 0.3640
C -0.7560 0.9097 0.2742
C 0.6021 -1.2111 0.6732
C 0.6535 1.0608 0.4803
O -1.4488 0.0146 1.1241
H 2.2679 0.0234 1.1560
H -1.4357 -2.2737 -1.2028
H -1.5240 -2.9837 0.4163
H -2.7171 -1.7851 -0.0791
H -1.4792 2.9370 0.2908
H -1.3654 2.2037 -1.3234
H -2.6692 1.7495 -0.2190
H 1.2636 -3.1297 0.0984
H 1.1319 -2.0409 -1.3063
H 2.4798 -1.9009 -0.1641
H 1.2851 2.1803 -1.2230
H 1.1356 3.1270 0.2802
H 2.5175 2.0475 0.0369
*
```

Table of Mulliken atomic charges, one value per atom, all in e: -1.300 -1.341 -1.396 -1.441 -0.325 0.947 0.835 -0.075 0.240 -0.476 0.319 0.255 0.323 0.418 0.293 0.267 0.414 0.330 0.327 0.381 0.293 0.304 0.408

---

Formula: C4H2O2
Source: the Open Molecules 2025 dataset
Level of theory: ωB97M-V/def2-TZVPD

Output
- HOMO energy (alpha / beta) (eV) = -8.79 / -9.09
- orbital gap (alpha / beta) (eV) = 7.7 / 8.2

ORCA input file:
```
! RIJCOSX wB97M-V def2-TZVPD def2/J DEFGRID3
* xyz 0 1
C 1.0138 0.3622 -0.3804
C -0.9628 -0.3621 0.3702
C 0.5153 -0.3756 0.6866
C -0.4515 0.2407 -0.9030
O 1.5060 -0.9691 -0.0066
O -1.2126 0.9790 0.0283
H 1.5679 1.2981 -0.5889
H -1.9761 -1.1733 0.7938
*
```

Table of Mulliken atomic charges, one value per atom, all in e: 0.017 0.134 0.180 -0.320 -0.353 -0.283 0.334 0.291

---

Formula: C35H35CoO5PSSi2
Source: the Open Molecules 2025 dataset
Level of theory: ωB97M-V/def2-TZVPD

Output
- HOMO energy (alpha / beta) (eV) = -4.88 / -4.88
- orbital gap (alpha / beta) (eV) = 7.3 / 7.3

ORCA input file:
```
! RIJCOSX wB97M-V def2-TZVPD def2/J DEFGRID3
* xyz -1 1
Co -0.6443 0.1501 0.7465
C -2.3442 -2.5885 -0.8786
Si -2.1859 -1.5426 0.6637
C -2.1037 -2.7319 2.1079
C -3.8645 -0.6995 0.8371
C -5.0486 -1.4509 0.8318
C -6.2963 -0.8426 0.9005
C -6.3751 0.5439 0.9821
C -5.2054 1.2936 0.9967
C -3.9443 0.6855 0.9244
Si -2.3687 1.7098 0.9128
C -2.6259 3.0753 -0.3359
C -2.3406 2.5486 2.5864
H -3.1801 -3.2824 -0.7454
H -1.4386 -3.1736 -1.0791
H -2.5453 -1.9615 -1.7492
H -3.0522 -3.2763 2.1695
H -1.9418 -2.1885 3.0389
H -1.2920 -3.4613 1.9943
H -5.0004 -2.5364 0.7668
H -7.2000 -1.4428 0.8836
H -7.3415 1.0350 1.0288
H -5.2793 2.3775 1.0624
H -3.4180 3.7353 0.0318
H -2.9179 2.6564 -1.2973
H -1.7232 3.6811 -0.4830
H -3.2062 3.2155 2.6747
H -1.4266 3.1343 2.7276
H -2.3763 1.8077 3.3881
O 0.1735 0.8795 4.8469
S 0.4254 0.6110 3.4588
O 0.8192 1.7511 2.6435
O -0.6646 -0.1661 2.7884
C 1.8311 -0.4911 3.3976
C 2.2134 -1.1585 4.5513
C 3.3028 -2.0166 4.5191
C 3.9981 -2.2042 3.3345
C 3.5932 -1.5541 2.1742
C 2.5070 -0.6860 2.1876
P 1.7988 0.0978 0.6841
C 2.7628 1.6278 0.4553
C 2.0847 2.7714 0.0417
C 2.7525 3.9844 -0.0597
C 4.1046 4.0593 0.2459
C 4.7931 2.9152 0.6305
C 4.1231 1.7042 0.7354
C 2.4988 -0.9799 -0.6273
C 3.3717 -0.5504 -1.6206
C 3.7707 -1.4162 -2.6370
C 3.2891 -2.7141 -2.6789
C 2.4040 -3.1511 -1.6969
C 2.0139 -2.2904 -0.6857
H 1.6543 -0.9837 5.4609
H 3.6091 -2.5371 5.4180
H 4.8528 -2.8694 3.3047
H 4.1246 -1.7375 1.2475
H 1.0259 2.7068 -0.1843
H 2.2127 4.8735 -0.3599
H 4.6213 5.0098 0.1923
H 5.8509 2.9672 0.8593
H 4.6631 0.8165 1.0448
H 3.7423 0.4667 -1.6131
H 4.4516 -1.0644 -3.4035
H 3.5835 -3.3797 -3.4810
H 2.0095 -4.1592 -1.7290
H 1.3089 -2.6299 0.0679
O -2.4874 0.4802 -1.8191
C -1.2959 0.3080 -2.0007
O -0.3693 0.1979 -1.0950
C -0.7798 0.1675 -3.4169
C -1.6197 0.4738 -4.4810
C -1.1709 0.3375 -5.7877
C 0.1189 -0.1167 -6.0367
C 0.9613 -0.4240 -4.9747
C 0.5130 -0.2782 -3.6681
H -2.6228 0.8150 -4.2586
H -1.8266 0.5845 -6.6142
H 0.4649 -0.2358 -7.0566
H 1.9697 -0.7744 -5.1629
H 1.1541 -0.5089 -2.8290
*
```

Table of Mulliken atomic charges, one value per atom, all in e: 1.366 -1.141 0.992 -1.376 0.188 -0.765 -0.763 -0.698 -0.599 0.344 1.244 -1.384 -1.458 0.424 0.317 0.238 0.379 0.286 0.316 0.224 0.369 0.369 0.232 0.409 0.322 0.331 0.433 0.309 0.304 -0.757 1.261 -0.551 -0.713 -0.178 -0.604 -0.709 -0.754 -0.343 -0.111 1.235 -0.009 -0.260 -0.642 -0.572 -0.709 -0.282 0.469 -0.799 -0.783 -0.536 -0.790 -0.343 0.550 0.375 0.413 0.494 0.252 0.425 0.362 0.400 0.351 0.331 0.414 0.376 0.403 0.456 -0.613 -0.628 1.166 -0.515 -0.579 -0.623 -0.408 -0.744 0.689 0.476 0.393 0.375 0.393 0.282

---

Formula: CH3PS
Source: the Open Molecules 2025 dataset
Level of theory: ωB97M-V/def2-TZVPD

Output
- HOMO energy (alpha / beta) (eV) = -6.61 / -9.48
- orbital gap (alpha / beta) (eV) = 7.4 / 6.9

ORCA input file:
```
! RIJCOSX wB97M-V def2-TZVPD def2/J DEFGRID3
* xyz 0 3
C -0.9513 0.4486 -0.0503
P 0.5620 -0.3656 0.0202
S 2.4550 0.0546 0.0239
H -0.8031 1.6448 -0.0716
H -1.7248 -0.1087 0.3885
H 0.4621 -1.6736 -0.3107
*
```

Table of Mulliken atomic charges, one value per atom, all in e: -0.596 0.196 -0.268 0.270 0.343 0.055

---

Formula: C4H7NO
Source: the Open Molecules 2025 dataset
Level of theory: ωB97M-V/def2-TZVPD

Output
- HOMO energy (eV) = -9.59
- orbital gap (eV) = 10.6
- structure (SMILES) = C[C@H]1CN=CO1

ORCA input file:
```
! RIJCOSX wB97M-V def2-TZVPD def2/J DEFGRID3
* xyz 0 1
C -0.5644 -1.4447 0.2834
C -0.6417 -0.0056 -0.1955
C 0.0513 1.0098 0.7377
N 1.3413 1.2877 0.0975
C 1.2525 0.7795 -1.0589
O 0.1338 0.1119 -1.4166
H -0.9303 -2.1325 -0.4852
H 0.4746 -1.7054 0.5154
H -1.1658 -1.5804 1.1890
H -1.6703 0.2743 -0.4374
H -0.5115 1.9481 0.8219
H 0.1885 0.6103 1.7487
H 2.0159 0.8285 -1.8298
*
```

Table of Mulliken atomic charges, one value per atom, all in e: -1.307 0.413 -0.509 -0.497 0.061 -0.399 0.344 0.308 0.351 0.276 0.290 0.284 0.387

---

Formula: C25H64ClNbO13PS2
Source: the Open Molecules 2025 dataset
Level of theory: ωB97M-V/def2-TZVPD

Output
- HOMO energy (eV) = -5.22
- orbital gap (eV) = 6.6

ORCA input file:
```
! RIJCOSX wB97M-V def2-TZVPD def2/J DEFGRID3
* xyz -1 1
C -4.4794 0.1616 3.0874
O -3.6074 1.0387 2.3645
C -2.6607 1.5111 3.3372
C -1.4589 2.2647 2.7106
C -0.5918 1.4235 1.7100
Nb 0.7235 -0.1707 2.6990
O 0.0777 0.3614 4.6409
S 2.0790 -2.0131 3.8030
C -1.0249 -1.6061 2.4152
C -0.7367 -3.1276 2.6572
O -1.8458 -3.8883 2.0785
C 2.3763 1.3790 2.9081
C 3.7160 0.8732 3.5670
C 3.6075 0.8148 5.1344
Cl 5.0060 -0.0381 5.9159
P 1.5258 -0.8879 0.3475
O 0.2174 -1.1655 -0.7361
O 2.4471 -2.2987 0.5276
S 2.6751 0.4262 -0.5285
H -5.3691 -0.1158 2.4893
H -3.9345 -0.7554 3.4239
H -4.8286 0.6994 4.0086
H -3.2079 2.2570 3.9833
H -2.3863 0.6692 4.0081
H -0.8231 2.7522 3.4829
H -1.8994 3.1104 2.1159
H 0.0957 2.1005 1.1463
H -1.2067 0.8954 0.9397
H 0.2264 1.2988 4.7946
H 1.2033 -2.4807 4.7598
H -1.3391 -1.5184 1.3420
H -1.9160 -1.2926 3.0150
H 0.1659 -3.5122 2.1519
H -0.7618 -3.3263 3.7488
H -2.5274 -4.0119 2.7396
H 1.9744 2.1798 3.5967
H 2.6500 1.9114 1.9684
H 4.1313 -0.0583 3.1304
H 4.4874 1.6658 3.3708
H 2.6736 0.2993 5.4549
H 3.5153 1.8715 5.4805
H 0.4524 -2.0011 -1.1672
H 1.8836 -3.0568 0.7334
C 2.5451 -2.1813 -6.3095
O 1.5569 -1.5571 -5.5092
C 2.0827 -1.0661 -4.2757
C 2.3180 0.4330 -4.3274
O 3.3584 0.7650 -5.2468
C 2.8597 1.2478 -6.4794
H 2.1361 -2.3072 -7.3127
H 3.4555 -1.5806 -6.3757
H 2.7855 -3.1692 -5.9023
H 3.0025 -1.5940 -4.0066
H 1.3357 -1.2736 -3.5040
H 2.6453 0.7679 -3.3397
H 1.3954 0.9671 -4.5740
H 2.4933 2.2733 -6.3626
H 2.0542 0.6179 -6.8682
H 3.6765 1.2484 -7.2023
C -8.3236 3.0872 1.5864
O -8.1790 4.4959 1.6716
C -8.0790 4.9539 3.0142
C -6.6371 5.2496 3.3938
O -5.8579 4.0633 3.4264
C -5.0511 3.9018 2.2655
H -8.1497 2.7931 0.5516
H -7.6061 2.5645 2.2233
H -9.3426 2.7996 1.8665
H -8.5215 4.2316 3.7069
H -8.6563 5.8818 3.0790
H -6.6200 5.6706 4.4052
H -6.1975 5.9874 2.7160
H -4.1971 4.5868 2.3031
H -5.6181 4.0808 1.3472
H -4.6776 2.8768 2.2472
C 8.6056 -2.2958 -2.1153
O 8.5707 -2.6750 -0.7504
C 8.5766 -1.5532 0.1266
C 7.1835 -1.2519 0.6554
O 6.3212 -0.8109 -0.3813
C 5.4438 -1.8335 -0.8335
H 8.3555 -3.1717 -2.7145
H 7.8863 -1.5040 -2.3367
H 9.6142 -1.9630 -2.3843
H 9.0011 -0.6743 -0.3683
H 9.2239 -1.8117 0.9708
H 7.2532 -0.4343 1.3810
H 6.7633 -2.1211 1.1699
H 4.6523 -1.9977 -0.1031
H 5.9746 -2.7748 -1.0137
H 4.9910 -1.5082 -1.7700
C -1.7169 -2.9649 -4.6212
O -2.3380 -2.9364 -3.3451
C -2.1331 -1.6979 -2.6682
C -3.3577 -0.8044 -2.7668
O -3.5862 -0.3765 -4.1079
C -4.6154 -1.1102 -4.7431
H -2.1117 -3.8220 -5.1687
H -1.9219 -2.0584 -5.1955
H -0.6354 -3.0888 -4.5085
H -1.2461 -1.1859 -3.0521
H -1.9577 -1.9324 -1.6160
H -3.1825 0.0966 -2.1711
H -4.2414 -1.3074 -2.3625
H -5.5937 -0.7936 -4.3650
H -4.5003 -2.1874 -4.5925
H -4.5708 -0.9050 -5.8131
*
```

Mulliken atomic charge list, values in e, 99 entries: -0.610 -0.380 -0.518 -0.787 -0.716 -0.503 -0.792 -0.349 0.806 -0.722 -0.580 -0.755 -0.513 -0.366 -0.265 0.619 -0.117 -0.459 -0.540 0.251 0.204 0.301 0.341 0.656 0.220 0.329 0.594 0.263 0.268 0.070 -0.065 -0.046 -0.064 0.499 0.301 0.391 0.362 0.222 0.411 0.128 0.398 0.170 0.238 -0.833 -0.347 0.400 -0.384 -0.377 -0.739 0.270 0.352 0.310 0.341 -0.370 0.173 0.331 0.320 0.302 0.247 -0.719 -0.382 -0.485 -0.594 -0.330 -0.462 0.252 0.297 0.332 0.313 0.383 0.383 0.354 0.349 0.413 -0.010 -0.739 -0.369 -0.626 -0.445 -0.318 -0.473 0.246 0.313 0.328 0.336 0.367 0.372 0.344 0.017 0.417 0.211 -0.631 -0.437 0.481 -0.633 -0.412 -0.726 0.301 0.321

---

Formula: C5H8O2
Source: the Open Molecules 2025 dataset
Level of theory: ωB97M-V/def2-TZVPD

Output
- HOMO energy (eV) = -10.43
- orbital gap (eV) = 11.1

ORCA input file:
```
! RIJCOSX wB97M-V def2-TZVPD def2/J DEFGRID3
* xyz 0 1
C 1.2929 -0.8034 -0.5148
C 0.0789 -0.1476 0.0975
C 0.3679 0.4647 1.4624
C -0.7436 0.7360 -0.8548
C -1.8651 -0.2358 -0.5281
O -3.0191 -0.3820 -0.7949
O -1.0890 -1.0577 0.2121
H 1.0475 -1.2797 -1.4693
H 2.0586 -0.0391 -0.7147
H 1.7216 -1.5463 0.1611
H -0.5177 0.9443 1.8946
H 0.7117 -0.2995 2.1690
H 1.1566 1.2209 1.3743
H -0.7534 1.7970 -0.5898
H -0.4380 0.6228 -1.9039
*
```

Table of Mulliken atomic charges, one value per atom, all in e: -1.547 1.477 -1.525 -0.624 0.438 -0.557 -0.415 0.365 0.353 0.370 0.368 0.360 0.361 0.299 0.278